Computed, not measured: C18H30Cl4IN4O6PTeV as an isolated structure, with ωB97M-V with the def2-TZVPD basis set.

The expectation value of S² is 0.871. The spin multiplicity is 2. The charge is 0. For the LUMO energy (spin up / spin down), the calculation gives -0.0648 / -0.0120 Ha. The value obtained for the total energy is -5066.47679 hartree. As for the HOMO energy (spin up / spin down): -7.122 / -7.142 eV. The value obtained for the HOMO-LUMO gap (spin up / spin down) is 5.4 / 6.8 eV.

Cartesian coordinates (Å):
V: 0.07294 -0.35341 -1.16304
Cl: -3.85348 -5.52845 -2.76631
C: -3.22647 -4.11324 -2.00982
C: -3.97939 -3.44125 -1.03613
Cl: -5.53626 -4.03610 -0.60245
C: -3.48898 -2.30099 -0.40818
Cl: -4.36788 -1.46415 0.80777
C: -2.22906 -1.81706 -0.76779
O: -1.60181 -0.80601 -0.24403
C: -1.49682 -2.48429 -1.76688
O: -0.32297 -1.91317 -1.97787
C: -1.96958 -3.63983 -2.37405
Cl: -0.99808 -4.42323 -3.55075
C: -2.20302 4.73318 0.23963
C: -1.93495 3.24776 0.29860
O: -0.94072 3.01441 1.30332
P: -0.00708 1.71884 1.35693
O: 0.06201 1.23658 -0.11715
Te: -0.59849 0.25259 3.04642
O: 1.43326 2.33894 1.67550
C: 1.91323 3.56040 1.08333
C: 2.64714 3.29667 -0.21343
H: -2.98357 4.93882 -0.49458
H: -1.30337 5.27634 -0.05251
H: -2.53362 5.10209 1.20977
H: -1.56974 2.87366 -0.65785
H: -2.83524 2.69336 0.57375
H: 2.57573 3.99634 1.83011
H: 1.07261 4.23936 0.93455
H: 3.48129 2.61220 -0.05460
H: 3.04242 4.23243 -0.61276
H: 1.98276 2.85022 -0.95193
I: 2.21572 0.15953 -2.74026
C: -3.67537 1.09223 -3.56305
N: -2.49248 1.91982 -3.74180
C: -1.31767 1.64894 -3.14425
N: -0.31649 2.55434 -3.26108
O: -1.18093 0.60505 -2.48300
H: -4.11803 0.85713 -4.52930
H: -4.41398 1.59389 -2.93754
H: -3.37696 0.16836 -3.07676
H: -2.59308 2.80100 -4.21431
H: -0.35875 3.23197 -4.00349
H: 0.60513 2.18171 -3.05682
C: 2.10245 -2.81179 4.12242
C: 2.70994 -3.27092 2.80159
N: 2.65799 -2.26440 1.74303
C: 3.80567 -1.37175 1.59820
C: 3.74735 -0.13295 2.48674
C: 1.54554 -2.07130 1.01596
C: 0.44675 -3.07789 1.13850
N: 1.41065 -1.04757 0.22549
H: 2.00007 -3.66099 4.79887
H: 1.11829 -2.36771 3.96546
H: 2.72385 -2.06193 4.60955
H: 2.21528 -4.17707 2.45522
H: 3.76019 -3.52960 2.93968
H: 3.88844 -1.08646 0.54646
H: 4.69741 -1.95989 1.81785
H: 2.79785 0.39345 2.37340
H: 4.55615 0.55108 2.22518
H: 3.85810 -0.39660 3.53762
H: 0.09990 -3.13344 2.17051
H: 0.79087 -4.06476 0.82614
H: -0.39056 -2.77709 0.52822
H: 2.17787 -0.38744 0.28799